28
Properties=species:S:1:pos:R:3 method="wB97M-V/def2-TZVPD" smiles="CCC[Si](C)(C)COC(N)=O" homo_ha=-0.355 orbital_gap_ha=0.384
Si -1.02841 0.41326 0.25717
O 0.45215 -2.18862 -1.56740
O -1.23574 -2.38784 -0.10426
N 0.37046 -4.03523 -0.23349
C -0.13195 -2.87208 -0.71823
C -0.42191 -0.28335 1.89591
C 2.71745 2.19691 -0.78712
C -1.67187 -1.14591 -0.62769
C 1.59127 1.69096 0.11086
C -2.33516 1.64722 0.54578
C 0.38995 1.19280 -0.68155
H 0.66247 0.36727 -1.33652
H -2.99033 1.55445 -0.34272
H -0.07299 1.95585 -1.32830
H -1.23874 -0.55493 2.55342
H 1.94831 0.87575 0.73433
H -2.86962 1.34840 1.41618
H 1.23437 2.48956 0.80651
H 3.23354 1.42555 -1.35219
H -1.94626 2.67649 0.60612
H 3.49033 2.66916 -0.16201
H -1.32921 -1.04394 -1.67326
H 0.24865 0.35910 2.46594
H 1.26609 -4.35732 -0.48165
H -0.09011 -4.61236 0.42602
H 2.37693 2.96249 -1.48464
H 0.12778 -1.20619 1.67327
H -2.74746 -1.13746 -0.61052


29
Properties=species:S:1:pos:R:3 method="wB97M-V/def2-TZVPD" smiles="CC[C@@H](N(CC)CC)S(=O)(=O)O" homo_ha=-0.343 orbital_gap_ha=0.366
S 0.36623 -1.11854 1.76904
O 0.85820 -0.16757 2.68986
O 1.62698 -1.82197 1.09672
O -0.38371 -2.19885 2.40003
N 0.51452 0.36310 -0.37331
C -1.71476 0.12571 0.60713
C -0.42744 -0.45868 0.21832
C 2.17321 1.85591 0.72993
C 0.38067 0.47681 -1.84982
C -2.76079 -0.99482 0.84799
C 0.68898 1.64806 0.27001
C 0.20919 -0.88071 -2.65682
H -3.67899 -0.84933 1.46482
H 2.53244 2.94003 0.57960
H -0.55178 -1.45302 -0.42077
H -2.13514 -1.90965 1.19682
H -0.64428 -1.41642 -2.44841
H -0.39122 1.11999 -2.19036
H 2.74869 1.21751 0.01823
H 1.15766 -1.44850 -2.49853
H -1.49051 0.80066 1.40757
H 0.06208 1.52112 1.14309
H -2.11840 0.78904 -0.22774
H 2.01586 -1.03259 0.84196
H 2.34088 1.58546 1.72590
H 1.35413 0.73944 -2.11918
H 0.11339 -0.47045 -3.70070
H 0.32703 2.38445 -0.41708
H -3.17309 -1.34622 -0.10431


34
Properties=species:S:1:pos:R:3 method="wB97M-V/def2-TZVPD" homo_ha=-0.293 orbital_gap_ha=0.083
Zn 9.73160 16.07360 9.82379
O 5.63315 12.17969 6.47437
O 12.55058 15.33453 6.84790
O 10.88825 19.80863 10.28465
O 4.79688 14.12185 6.37777
O 7.92409 15.67576 13.01008
O 9.70818 19.73385 8.64919
O 10.42154 21.74109 9.22369
O 6.57252 13.77182 7.61514
N 10.26370 14.16305 12.79413
C 13.59341 16.03717 6.19208
C 10.36569 20.46593 9.36540
C 8.30690 14.90482 14.19491
C 9.23773 13.81144 13.76979
C 9.98643 13.22267 14.98062
C 5.66646 13.33133 6.90076
C 6.78888 16.49079 13.20788
H 5.92142 15.83340 13.26669
H 7.35736 14.51082 14.55720
H 6.91747 17.26404 13.96528
H 6.53225 17.04708 12.30633
H 9.29366 13.00272 15.79290
H 11.08020 14.51930 13.27007
H 10.61653 13.26852 12.48520
H 13.80863 16.98780 6.68003
H 9.76735 21.71503 8.52159
H 13.40811 16.14902 5.12378
H 14.46713 15.39594 6.07576
H 12.37399 14.56365 6.30369
H 4.46320 13.33746 5.93621
H 8.60395 12.99829 13.41596
H 8.75415 15.63381 14.87066
H 10.66058 13.96160 15.41374
H 10.55770 12.31556 14.78340


34
Properties=species:S:1:pos:R:3 method="wB97M-V/def2-TZVPD" homo_ha=-0.321 orbital_gap_ha=0.319
Zn -0.42892 -0.27154 0.54065
O -1.78912 -0.19799 2.20762
O 3.04905 0.23903 2.86817
O 3.26348 0.73476 0.70370
O -0.32702 -2.43123 0.54347
O -1.85376 -1.37121 -0.52000
O -2.01448 -3.61003 -0.44373
O 0.77960 -0.51017 -1.20579
O 1.22994 0.35384 1.57099
N -0.91705 1.56644 -0.15159
C 2.48172 0.45941 1.62781
C -0.64517 1.51222 -1.61435
C -0.72387 2.89778 -2.20724
C 1.86091 -1.27079 -1.69548
C -1.47964 -1.12095 3.24669
C -1.34639 -2.48579 -0.18975
C 0.65882 0.74572 -1.89132
H 1.51947 1.37306 -1.63306
H -1.76881 -2.12831 2.94800
H 3.89970 0.68745 2.73500
H -1.54745 -4.35532 -0.04557
H -1.61599 3.38937 -1.81461
H -1.84314 1.93098 0.05951
H -1.46523 0.90494 -2.01391
H 2.80226 -0.75276 -1.49449
H 1.75345 -1.48399 -2.76330
H 1.86940 -2.21957 -1.16344
H -1.93317 -0.84529 4.19814
H -2.65910 0.19832 2.19678
H 0.67261 0.47847 -2.95130
H 0.13114 3.51763 -1.92871
H -0.86463 2.83787 -3.28717
H -0.40127 -1.12676 3.39683
H -0.34733 2.35439 0.17145


25
Properties=species:S:1:pos:R:3 method="wB97M-V/def2-TZVPD" homo_ha="-0.220 / -0.321" orbital_gap_ha="0.250 / 0.309" multiplicity=3 s_squared=2.008
P 0.92937 0.35492 0.03288
C -0.90373 -0.36286 -0.00115
C -2.07803 0.60925 -0.12514
C 2.49146 -1.72056 0.06293
C 1.03022 1.62191 1.51338
C -1.07326 -1.34886 1.25201
C 0.95033 1.44347 -1.53879
C -0.73226 -1.18797 -1.34526
H -2.06064 1.09900 -1.06111
H -2.11859 1.39490 0.59067
H -0.61621 -0.40659 -2.13566
H 0.20435 -1.85339 -1.18118
H 3.43917 -1.34384 -0.16327
H 1.72805 2.34484 1.23310
H -1.63660 -1.92200 -1.43469
H -1.40418 -1.01621 2.29623
H -3.13828 0.17367 -0.22842
H -0.22750 -2.06304 1.45673
H 2.45892 -1.87149 1.17937
H 0.02014 1.96798 1.69109
H -1.86744 -2.09699 0.98568
H 1.59308 1.15084 2.30514
H 0.55047 2.46766 -1.28317
H 2.05566 1.59946 -1.74998
H 0.40549 0.96590 -2.35140


25
Properties=species:S:1:pos:R:3 method="wB97M-V/def2-TZVPD" smiles=CC(C)C.CCC homo_ha=-0.395 orbital_gap_ha=0.435
C 1.28361 0.65374 -0.88125
C 2.26178 1.67629 -0.37295
C -1.78711 -0.26010 2.25851
C -1.09691 -2.25805 0.90873
C -2.15070 -1.20521 1.10870
C 1.68445 0.17983 -2.34469
C -0.12609 1.21956 -0.89282
H 2.14128 1.70272 0.71267
H 2.24432 -0.75105 -2.23276
H -1.00828 0.58216 -0.83234
H -2.02063 -0.80212 3.19106
H -0.24718 1.89752 -0.04091
H -1.23939 -3.19748 1.44738
H 2.11730 2.71821 -0.68275
H 3.27702 1.49315 -0.73451
H 2.32472 0.94620 -2.78403
H 1.25182 -0.32093 -0.37567
H 0.83044 -0.01538 -2.97186
H -0.69582 -0.12787 2.33925
H -2.22571 0.73263 2.29625
H -3.08942 -1.74793 1.30657
H -1.00492 -2.53608 -0.14754
H -2.38307 -0.55963 0.26933
H -0.10361 -1.90292 1.22255
H -0.23792 1.88276 -1.76691


25
Properties=species:S:1:pos:R:3 method="wB97M-V/def2-TZVPD" homo_ha="-0.569 / -0.561" orbital_gap_ha="0.471 / 0.190" multiplicity=2 s_squared=0.754 total_charge=+1
C -2.04277 0.37148 2.03048
C 1.38232 -1.40451 0.11731
C 0.65455 -1.18482 -1.12502
C 0.75173 0.35528 -1.54898
C -0.73588 1.09883 1.69131
C 1.17681 -2.04963 -2.28126
C -0.96654 2.36667 0.87433
H 0.78368 -1.63150 -3.21803
H 2.44715 -1.18824 0.10223
H 2.25161 -1.93274 -2.45188
H 0.20801 0.96158 -0.83710
H -0.40895 -1.31504 -0.89861
H 0.90602 -0.74968 0.93666
H -0.03213 2.78930 0.50755
H 1.80356 0.62895 -1.56881
H -1.98404 -0.14998 2.97927
H 0.89405 -3.09929 -2.14539
H -2.85286 1.10823 2.14401
H -1.44556 3.11149 1.50937
H 1.02825 -2.29964 0.67562
H 0.31315 0.51243 -2.53615
H -1.55485 2.24715 -0.03080
H -0.00855 0.42567 1.18642
H -0.27052 1.37380 2.63538
H -2.29825 -0.34580 1.25208


32
Properties=species:S:1:pos:R:3 method="wB97M-V/def2-TZVPD" homo_ha="-0.694 / -0.711" orbital_gap_ha="0.232 / 0.164" multiplicity=5 s_squared=6.025 total_charge=+3
Os 0.00050 0.73536 0.11635
I -0.01297 2.37173 -2.62476
I -0.01139 -2.51660 -3.70274
Br -0.00391 0.37233 2.80223
P 2.09387 -0.02096 0.17692
P -2.09505 -0.01134 0.16798
O 0.02374 -0.34422 -2.73925
C 0.01122 0.05317 -1.59995
C 3.10981 -0.11709 -1.34568
C -2.74138 -1.39745 1.18249
C -3.10368 -0.07582 -1.36092
C 2.80630 1.40510 1.06142
C 2.73105 -1.41001 1.19369
C -2.79325 1.42709 1.04244
H 2.87697 0.75040 -1.95410
H 2.53183 -2.33572 0.63141
H -3.83867 1.21778 1.16356
H -2.29366 1.55728 2.02327
H 2.19708 -1.43917 2.16653
H -2.54959 -2.31761 0.62831
H -2.21216 -1.42368 2.16175
H 3.83456 1.19572 1.17740
H 3.79141 -1.22841 1.32807
H -2.87667 -0.99466 -1.88479
H -3.80561 -1.20308 1.31832
H 2.88210 -0.99810 -1.86825
H -2.60606 2.30707 0.41639
H -4.19815 -0.06614 -1.09462
H 2.29786 1.54366 2.02897
H -2.86730 0.75418 -1.95768
H 4.20011 -0.08532 -1.07929
H 2.62107 2.29452 0.42449